ORCA calculation (ωB97M-V/def2-TZVPD) on a cluster of 12 separate species, C56H126F15N7O25 in total.

Geometry as XYZ:
```
229
C56H126F15N7O25 (ωB97M-V/def2-TZVPD)
N -0.074 0.469 -0.837
O -1.052 0.130 -0.070
O 1.028 0.112 -0.534
O -0.259 1.229 -1.703
C 4.665 -1.758 -2.049
O 4.693 -2.147 -3.378
O 4.405 -2.936 -1.363
C 5.943 -0.906 -1.679
F 5.953 0.306 -2.200
F 6.079 -0.680 -0.378
F 7.061 -1.388 -2.150
C 4.277 -1.130 -4.368
C 4.494 -1.833 -5.756
H 4.193 -2.880 -5.721
H 3.976 -1.389 -6.606
H 5.562 -1.877 -5.967
H 4.898 -0.239 -4.272
H 3.218 -0.903 -4.248
H 3.826 -1.090 -1.855
C -2.105 2.469 4.506
O -1.510 1.719 5.613
O -1.818 1.745 3.342
C -3.571 2.930 4.898
F -3.895 2.853 6.212
F -3.784 4.193 4.513
F -4.572 2.233 4.358
C -0.729 2.392 6.611
C -0.140 1.446 7.656
H 0.568 2.030 8.244
H -0.792 0.960 8.382
H 0.372 0.683 7.069
H -1.351 3.146 7.094
H 0.092 2.977 6.199
H -1.525 3.391 4.561
C -5.325 4.971 -4.566
O -5.066 4.440 -5.929
O -6.392 4.193 -4.114
C -4.009 5.337 -3.786
F -4.136 6.302 -2.849
F -3.353 4.333 -3.223
F -3.234 5.839 -4.709
C -3.994 3.449 -6.026
C -4.109 2.807 -7.383
H -5.042 2.270 -7.553
H -3.893 3.486 -8.207
H -3.421 1.962 -7.369
H -3.977 2.657 -5.277
H -3.012 3.923 -5.995
H -5.784 5.942 -4.755
C -0.979 -1.152 -7.806
O 0.204 -1.934 -8.050
O -1.967 -1.581 -8.719
C -1.295 -1.223 -6.227
F -1.775 -0.091 -5.666
F -2.064 -2.263 -5.892
F -0.120 -1.393 -5.550
C 1.109 -1.683 -9.121
C 2.248 -2.779 -9.085
H 2.621 -2.758 -8.061
H 1.833 -3.764 -9.295
H 3.090 -2.527 -9.730
H 1.661 -0.743 -9.084
H 0.748 -1.669 -10.149
H -0.821 -0.089 -7.987
C 5.115 2.594 0.655
O 4.021 3.364 1.298
O 5.238 3.063 -0.673
C 6.337 2.701 1.688
F 6.551 3.951 2.202
F 6.114 1.888 2.770
F 7.514 2.367 1.155
C 2.667 2.921 1.030
C 1.761 3.589 2.058
H 0.868 2.981 2.202
H 2.192 3.875 3.018
H 1.463 4.570 1.687
H 2.540 1.838 1.046
H 2.281 3.345 0.103
H 4.723 1.577 0.636
C 1.144 -4.715 3.513
O 0.629 -4.059 2.342
C 1.487 -4.032 1.163
C 0.676 -3.468 -0.055
N 1.576 -3.629 -1.312
H 2.448 -3.128 -1.215
H 1.832 -4.592 -1.479
C 1.013 -3.323 -2.712
C -0.433 -3.798 -2.959
O -1.392 -3.231 -2.154
C -1.897 -2.011 -2.593
H 0.424 -4.599 4.323
H 2.086 -4.267 3.831
H 1.325 -5.784 3.404
H 1.807 -5.039 0.894
H 2.411 -3.487 1.355
H 0.288 -2.450 -0.013
H -0.186 -4.094 -0.284
H 1.747 -3.712 -3.418
H 1.129 -2.242 -2.778
H -0.501 -4.852 -2.687
H -0.566 -3.600 -4.022
H -0.987 -1.412 -2.551
H -2.627 -1.637 -1.876
H -2.384 -2.132 -3.561
C 2.975 0.931 4.697
O 2.639 -0.458 4.527
C 2.294 -0.889 3.192
C 0.847 -0.400 2.807
N -0.009 -0.470 4.044
H 0.642 -0.530 4.814
H -0.618 0.330 4.143
C -0.993 -1.713 4.147
C -1.353 -1.991 5.570
O -0.206 -1.858 6.378
C -0.460 -2.132 7.784
H 2.023 1.431 4.878
H 3.551 1.454 3.933
H 3.547 1.016 5.621
H 2.253 -1.978 3.220
H 3.085 -0.740 2.458
H 0.391 -0.951 1.984
H 0.837 0.630 2.450
H -0.482 -2.551 3.674
H -1.875 -1.375 3.604
H -1.931 -2.897 5.751
H -2.171 -1.326 5.845
H 0.518 -2.118 8.265
H -0.827 -3.154 7.883
H -1.200 -1.506 8.283
C -11.324 -0.318 4.044
O -10.083 -1.074 4.150
C -10.191 -2.386 3.631
C -8.829 -3.088 3.674
N -7.741 -2.405 2.762
H -7.025 -3.116 2.715
H -8.069 -2.207 1.827
C -6.958 -1.131 3.207
C -5.795 -0.736 2.251
O -4.996 -1.869 1.974
C -3.942 -1.472 1.141
H -12.056 -0.719 4.745
H -11.704 -0.246 3.026
H -11.154 0.708 4.371
H -10.491 -2.457 2.585
H -10.988 -2.924 4.143
H -8.993 -4.099 3.303
H -8.468 -3.082 4.703
H -6.584 -1.328 4.211
H -7.674 -0.310 3.239
H -5.238 0.064 2.739
H -6.109 -0.214 1.347
H -2.976 -1.963 1.258
H -3.493 -0.508 1.380
H -4.256 -1.400 0.100
C 4.051 -7.310 1.148
O 4.947 -6.286 1.584
C 6.278 -6.736 2.054
C 6.884 -5.591 2.867
N 7.258 -4.342 2.029
H 7.699 -3.694 2.666
H 8.005 -4.544 1.380
C 6.089 -3.629 1.306
C 5.306 -2.677 2.294
O 6.311 -1.908 2.964
C 5.867 -1.390 4.211
H 3.148 -6.924 0.674
H 3.808 -8.022 1.937
H 4.619 -7.821 0.371
H 6.842 -7.053 1.177
H 6.164 -7.632 2.663
H 7.770 -5.930 3.405
H 6.183 -5.174 3.590
H 5.337 -4.313 0.912
H 6.499 -3.155 0.414
H 4.735 -3.222 3.045
H 4.638 -2.077 1.675
H 5.564 -2.128 4.953
H 4.992 -0.788 3.968
H 6.489 -0.597 4.627
C 0.174 4.883 -2.955
O 1.179 4.749 -1.902
C 2.435 5.331 -2.258
C 3.284 4.595 -3.335
N 3.621 3.105 -3.041
H 4.202 2.786 -3.803
H 4.299 3.073 -2.294
C 2.505 2.055 -2.779
C 1.629 1.683 -3.990
O 2.540 1.580 -5.106
C 1.894 1.401 -6.317
H -0.545 4.149 -2.593
H 0.428 4.544 -3.959
H -0.271 5.875 -3.037
H 2.999 5.442 -1.333
H 2.236 6.356 -2.570
H 4.188 5.196 -3.434
H 2.909 4.628 -4.359
H 1.952 2.426 -1.916
H 3.114 1.225 -2.423
H 0.860 2.416 -4.233
H 1.167 0.708 -3.840
H 1.172 2.180 -6.562
H 1.443 0.411 -6.372
H 2.696 1.298 -7.048
C -4.327 0.690 -2.286
O -3.974 1.019 -0.971
C -4.388 2.403 -0.682
C -3.790 2.639 0.719
N -2.246 2.570 0.661
H -1.873 2.400 1.584
H -2.022 1.733 0.142
C -1.561 3.752 -0.084
C -1.401 4.944 0.824
O -2.723 5.322 1.137
C -2.684 6.446 2.054
H -5.343 0.985 -2.545
H -4.252 -0.397 -2.332
H -3.613 1.049 -3.027
H -5.475 2.403 -0.755
H -4.027 3.154 -1.385
H -4.004 1.754 1.317
H -3.904 3.501 1.376
H -2.189 3.998 -0.940
H -0.593 3.387 -0.429
H -0.947 5.770 0.277
H -0.797 4.613 1.669
H -2.076 6.250 2.937
H -3.699 6.789 2.255
H -2.334 7.352 1.559
```

Calculated values
highest occupied orbital energy: -4.64 eV
spin multiplicity: 1
gap between HOMO and LUMO: 3.282 eV